# 1
Entry from the Open Molecules 2025 dataset: a molecular structure, C3H26NO10S at a distorted geometry (the ωB97M-V functional and the def2-TZVPD basis).

Element x y z (Å)
H: -1.403 1.238 1.522
O: 1.873 2.836 1.634
H: -2.159 -2.780 -0.361
H: -1.815 1.096 -1.308
H: -0.434 -0.341 -2.280
H: -1.719 -2.303 2.131
H: 2.137 3.736 1.811
N: -0.605 -0.302 0.281
O: -3.137 -2.112 -1.605
O: 0.571 3.119 -0.647
O: 1.892 1.849 -2.150
H: 1.033 2.681 -1.380
H: 0.900 -1.327 -1.626
H: -3.946 -1.736 -1.217
O: 0.635 -0.617 -2.137
H: -2.568 0.198 0.711
S: 2.001 -1.836 -0.905
C: 1.525 -1.311 0.732
H: -0.074 1.253 3.642
H: -2.609 -1.303 -1.878
H: -0.913 -2.179 0.250
H: 2.724 1.704 -1.668
O: -1.739 -0.006 -2.307
H: -1.204 -0.918 2.404
H: 0.834 0.540 1.526
O: -1.683 1.633 -0.459
H: -1.928 0.345 -3.197
H: 1.067 2.260 3.165
C: -1.607 0.704 0.585
H: -0.662 -0.459 -0.712
O: -1.617 -1.652 2.858
C: 0.770 0.007 0.616
O: -1.516 -2.918 0.361
H: 1.249 0.655 -0.125
O: 0.586 1.892 3.950
H: 1.410 0.988 -2.157
H: 0.834 -1.252 -2.869
H: -0.299 2.638 -0.585
H: 0.867 -2.077 1.147
H: 2.421 -1.226 1.341
H: 1.385 2.875 0.772

Computed properties:
E_LUMO (alpha / beta): -0.8 / -3.8 eV
Gap between HOMO and LUMO (alpha / beta): 9.34 / 6.40 eV
E_tot: -1335.02988 Ha
Expectation value of S²: 0.7528
2S+1: 2

Taken from the Löwdin analysis, the atomic charges in e are: atom 1 (H): 0.137, atom 2 (O): -0.086, atom 3 (H): 0.000, atom 4 (H): 0.030, atom 5 (H): 0.063, atom 6 (H): 0.012, atom 7 (H): 0.051, atom 8 (N): -0.071, atom 9 (O): -0.087, atom 10 (O): -0.091, atom 11 (O): -0.015, atom 12 (H): -0.068, atom 13 (H): -0.331, atom 14 (H): 0.068, atom 15 (O): -0.063, atom 16 (H): 0.131, atom 17 (S): 1.033, atom 18 (C): -0.424, atom 19 (H): 0.008, atom 20 (H): 0.000, atom 21 (H): -0.033, atom 22 (H): 0.101, atom 23 (O): -0.230, atom 24 (H): -0.025, atom 25 (H): 0.095, atom 26 (O): -0.091, atom 27 (H): 0.079, atom 28 (H): -0.006, atom 29 (C): -0.245, atom 30 (H): 0.051, atom 31 (O): -0.066, atom 32 (C): -0.250, atom 33 (O): -0.084, atom 34 (H): 0.087, atom 35 (O): -0.090, atom 36 (H): 0.041, atom 37 (H): 0.172, atom 38 (H): 0.031, atom 39 (H): 0.083, atom 40 (H): 0.089, atom 41 (H): -0.005

---

# 2
Entry from the Open Molecules 2025 dataset: a molecular structure, C3H26O11S at a distorted geometry (the ωB97M-V functional and the def2-TZVPD basis).

Element x y z (Å)
O: 3.546 -1.526 -0.752
H: 1.220 0.711 -3.859
O: -1.100 1.547 -3.665
H: 2.553 -0.586 1.931
O: 1.280 -0.257 -3.941
O: -2.167 -1.645 1.832
H: -0.948 -1.571 -0.032
H: -2.049 0.450 0.472
H: -0.491 1.972 -2.971
H: -0.635 0.798 -3.989
H: 0.130 1.402 3.274
H: -0.320 -0.934 1.921
H: -1.269 -0.416 3.487
H: -0.617 1.026 1.113
H: 1.579 1.335 -1.895
H: 1.435 -2.892 1.763
H: -2.343 0.277 -3.061
H: -2.173 -1.000 -2.716
O: 2.375 -1.033 2.837
H: -2.612 -1.368 0.995
C: -1.692 0.674 1.404
H: 2.791 -2.046 -0.574
H: -2.982 2.404 1.472
O: -1.216 -1.320 -0.942
O: 0.898 2.274 -2.316
H: 3.258 1.034 -2.119
H: 1.400 2.739 -3.062
O: -2.914 -0.446 -3.044
O: 0.975 1.029 2.760
H: 1.710 -0.558 3.344
H: 3.161 -0.686 -1.244
S: -1.562 2.126 3.633
H: 1.740 -0.208 -2.933
O: 2.508 0.473 -1.922
C: -1.267 -0.538 2.257
O: 0.649 -3.365 2.136
C: -2.603 1.699 2.123
H: -0.576 -1.477 -1.527
H: 1.719 1.436 3.126
H: -0.008 -2.684 2.162
H: -3.382 1.147 2.521

Computed properties:
E_LUMO: 5.1 eV
Energy above the lowest of the compared OMol25 structures with the same formula, charge and spin: 50.5 kcal per mole
Gap between HOMO and LUMO: 6.48 eV
E_tot: -1355.65242 Ha
Total charge: -2

Taken from the Löwdin analysis, the atomic charges in e are: atom 1 (O): -0.138, atom 2 (H): -0.031, atom 3 (O): -0.119, atom 4 (H): 0.081, atom 5 (O): -0.203, atom 6 (O): -0.159, atom 7 (H): 0.051, atom 8 (H): 0.050, atom 9 (H): 0.000, atom 10 (H): -0.026, atom 11 (H): -0.120, atom 12 (H): 0.048, atom 13 (H): 0.135, atom 14 (H): 0.128, atom 15 (H): 0.052, atom 16 (H): 0.032, atom 17 (H): -0.067, atom 18 (H): 0.013, atom 19 (O): -0.132, atom 20 (H): 0.073, atom 21 (C): -0.307, atom 22 (H): -0.032, atom 23 (H): 0.024, atom 24 (O): 0.005, atom 25 (O): -0.276, atom 26 (H): 0.049, atom 27 (H): 0.049, atom 28 (O): -0.074, atom 29 (O): -0.204, atom 30 (H): -0.005, atom 31 (H): -0.013, atom 32 (S): 0.292, atom 33 (H): 0.034, atom 34 (O): -0.235, atom 35 (C): -0.276, atom 36 (O): -0.078, atom 37 (C): -0.553, atom 38 (H): -0.030, atom 39 (H): -0.008, atom 40 (H): -0.036, atom 41 (H): 0.007

---

# 3
Entry from the Open Molecules 2025 dataset: 11 unconnected molecules or ions with the total composition C3H26O12S at a distorted geometry (the ωB97M-V functional and the def2-TZVPD basis).

Element x y z (Å)
H: 2.837 1.158 -0.290
H: -2.040 3.282 0.235
H: -1.645 -1.770 0.220
O: -1.739 -1.022 2.885
H: 0.321 1.616 -2.448
C: -2.028 -0.655 -0.039
H: 1.614 3.174 1.048
S: -3.336 -0.903 -1.323
H: 2.117 0.917 0.878
H: 2.107 -3.752 -0.286
H: -2.136 2.206 -2.559
O: 1.110 1.327 -2.753
H: -1.221 3.462 -2.973
H: -0.847 -0.716 3.192
C: -1.142 1.666 0.325
O: 1.590 -3.948 -1.036
H: 1.444 -1.743 1.902
C: -0.863 0.289 -0.165
O: 0.600 -2.186 2.120
H: 1.080 1.657 2.524
O: -0.299 2.441 0.709
H: -0.042 -3.884 -1.167
H: 0.752 0.639 -3.372
O: -1.245 2.605 -2.437
O: 1.418 -1.152 -2.126
O: -0.992 -3.577 -1.295
H: 2.100 -0.820 -2.812
H: -0.476 0.323 -1.327
H: 1.403 -0.422 -1.346
H: 1.000 1.529 4.159
O: -2.330 2.296 0.295
H: -1.977 -1.448 3.673
O: 2.557 3.108 1.389
H: -4.626 -0.442 -0.717
H: -1.105 -3.937 -2.218
H: 0.671 -2.958 1.586
H: 1.754 -3.168 -1.657
H: -0.053 -0.271 0.375
O: 1.436 1.842 3.385
H: -2.444 -0.616 0.968
H: 2.221 3.501 2.250
O: 2.455 0.350 0.230

Computed properties:
E_LUMO: 0.1 eV
SMILES: O=C(O)CCS.O.O.O.O.O.O.O.O.O.O
Energy above the lowest of the compared OMol25 structures with the same formula, charge and spin: 55.0 kcal per mole
Gap between HOMO and LUMO: 8.86 eV
E_tot: -1430.86081 Ha

Taken from the Löwdin analysis, the atomic charges in e are: atom 1 (H): 0.121, atom 2 (H): 0.175, atom 3 (H): 0.100, atom 4 (O): -0.046, atom 5 (H): -0.096, atom 6 (C): -0.600, atom 7 (H): 0.031, atom 8 (S): 0.629, atom 9 (H): -0.046, atom 10 (H): 0.024, atom 11 (H): 0.074, atom 12 (O): -0.053, atom 13 (H): 0.112, atom 14 (H): 0.056, atom 15 (C): -0.519, atom 16 (O): -0.053, atom 17 (H): 0.054, atom 18 (C): -0.165, atom 19 (O): -0.034, atom 20 (H): -0.009, atom 21 (O): 0.052, atom 22 (H): -0.014, atom 23 (H): 0.078, atom 24 (O): -0.075, atom 25 (O): -0.163, atom 26 (O): -0.134, atom 27 (H): 0.089, atom 28 (H): 0.151, atom 29 (H): 0.064, atom 30 (H): 0.034, atom 31 (O): 0.074, atom 32 (H): 0.016, atom 33 (O): -0.110, atom 34 (H): -0.077, atom 35 (H): 0.058, atom 36 (H): 0.018, atom 37 (H): 0.070, atom 38 (H): 0.109, atom 39 (O): -0.034, atom 40 (H): 0.039, atom 41 (H): 0.066, atom 42 (O): -0.065